1.
{"formula": "C5H14N2O2", "method": "ωB97M-V/def2-TZVPD", "max_force_ev_per_a": 3.23, "gap_ev": 8.6, "elements": ["C", "C", "C", "O", "H", "H", "H", "H", "H", "H", "H", "H", "C", "C", "N", "O", "N", "H", "H", "H", "H", "H", "H"], "coordinates": [[-0.98, 0.03, -0.62], [1.88, 0.72, -2.29], [-2.45, 0.00, -0.29], [1.73, 0.46, -0.93], [-0.76, 0.78, -1.37], [-0.57, -0.93, -0.91], [0.93, 0.57, -2.85], [2.59, -0.01, -2.70], [2.28, 1.72, -2.50], [-2.79, 0.97, 0.08], [-2.68, -0.73, 0.49], [-3.02, -0.24, -1.19], [0.05, -1.99, 1.48], [0.21, -0.52, 1.69], [0.40, 1.61, 0.98], [1.08, -0.16, 2.64], [-0.27, 0.40, 0.91], [1.16, 0.82, 2.53], [1.36, 1.25, -0.09], [-0.23, 2.34, 0.67], [0.83, -2.34, 0.79], [0.19, -2.50, 2.43], [-0.92, -2.23, 1.07]]}

2.
{"formula": "C5H14N2O2", "method": "ωB97M-V/def2-TZVPD", "max_force_ev_per_a": 0.62, "gap_ev": 8.5, "elements": ["C", "C", "C", "N", "H", "H", "H", "H", "H", "H", "H", "H", "H", "C", "C", "N", "O", "O", "H", "H", "H", "H", "H"], "coordinates": [[-0.52, -1.43, 0.43], [-0.97, -0.76, 1.65], [0.88, -1.97, 0.36], [-1.45, -2.06, -0.34], [-0.16, -0.05, -0.37], [-2.40, -1.73, -0.30], [-1.16, -2.46, -1.22], [1.59, -1.20, 0.65], [-1.04, 0.36, 1.41], [-1.95, -1.11, 1.99], [-0.24, -0.83, 2.46], [1.14, -2.31, -0.65], [0.96, -2.83, 1.04], [-0.21, 1.58, -1.87], [0.06, 1.17, -0.42], [2.04, 2.22, 0.51], [1.51, 1.11, -0.21], [-0.62, 1.75, 0.50], [2.08, 2.99, -0.16], [1.32, 2.47, 1.19], [0.38, 0.98, -2.56], [-1.28, 1.46, -2.09], [0.04, 2.63, -2.00]]}

3.
{"formula": "C5H14N2S", "method": "ωB97M-V/def2-TZVPD", "charge": -1, "multiplicity": 2, "max_force_ev_per_a": 2.14, "gap_ev": [5.6, 6.7], "elements": ["C", "C", "C", "N", "H", "H", "H", "H", "H", "H", "H", "H", "C", "C", "S", "N", "H", "H", "H", "H", "H", "H"], "coordinates": [[-1.31, -1.96, 0.59], [-1.82, -0.53, 0.43], [-1.04, 0.84, 2.23], [-0.90, 0.50, 0.94], [-0.59, -2.16, -0.21], [-0.85, -2.13, 1.57], [-2.14, -2.66, 0.40], [-1.84, -0.39, -0.66], [-2.79, -0.26, 0.86], [-0.45, 1.54, 2.79], [-1.83, 0.38, 2.84], [-0.10, 0.88, 0.30], [2.06, 0.91, -1.04], [1.67, -0.53, -1.30], [0.40, -0.72, -2.61], [0.82, 1.71, -0.73], [2.56, 1.33, -1.94], [2.77, 0.97, -0.22], [1.31, -0.96, -0.35], [2.55, -1.11, -1.60], [0.32, 1.71, -1.62], [1.20, 2.65, -0.65]]}

4.
{"formula": "C5H14N2S", "method": "ωB97M-V/def2-TZVPD", "max_force_ev_per_a": 5.22, "gap_ev": 8.9, "elements": ["C", "C", "C", "C", "C", "H", "H", "H", "H", "H", "H", "H", "H", "H", "H", "H", "H", "H", "H", "N", "N", "S"], "coordinates": [[2.79, 0.32, -0.04], [0.49, 0.53, 0.76], [-0.28, 0.53, -0.60], [-1.52, 1.40, -0.82], [-0.85, -2.27, 0.34], [3.39, 1.29, 0.27], [3.44, -0.78, -0.18], [2.18, 0.62, -1.04], [1.54, -1.02, 0.82], [-0.13, -0.04, 1.59], [0.63, 1.46, 1.12], [0.31, 0.85, -1.56], [-1.45, 1.37, -1.91], [-1.10, 2.45, -0.68], [-2.57, 0.91, 0.96], [-2.98, 0.32, -0.30], [-2.20, -2.67, 0.64], [-0.11, -3.57, -0.06], [-0.04, -1.82, 0.99], [1.70, -0.05, 0.91], [-2.73, 1.25, -0.07], [-0.52, -1.07, -1.12]]}